C36H34BF5N5O3OsSbSe as an isolated structure, computed with ωB97M-V/def2-TZVPD.

- F_max: 0.85 eV/A
- HOMO-LUMO gap: 6.5 eV
- E_LUMO: -6.5 eV
- Energy: -5147.764762 hartree
- Relative energy (zero: lowest compared OMol25 entry of this formula, charge and spin): 0.0 kJ/mol
- HOMO level: -13.0 eV
- Total charge: +2
- 2S+1: 1

```
87
Properties=species:S:1:pos:R:3:forces:R:3
C 1.5339 -1.3511 4.6951 0.024 -0.045 0.008
Se -3.1923 -1.7457 0.9360 0.187 -0.103 -0.115
F -0.6725 4.2698 5.4068 0.038 0.046 0.032
C -1.3465 1.3987 3.2643 0.467 0.301 0.026
C 1.1422 -2.3170 -3.6199 0.052 0.021 0.009
H 3.7453 -4.7966 -1.1945 0.011 -0.008 0.025
H 1.2895 -5.2265 -1.1258 0.007 -0.009 -0.007
H -0.1383 -3.2393 3.2326 -0.007 0.002 0.009
C 3.4890 -2.7686 -0.4981 0.055 -0.033 -0.008
C -4.4993 1.0076 -2.8404 -0.041 -0.044 0.053
B 0.4629 -0.4145 -1.2718 -0.342 0.037 -0.152
C 0.9372 -1.4109 3.4457 -0.017 -0.168 0.062
O 1.5430 0.2315 -1.8097 -0.022 0.101 0.118
C -2.7063 3.1597 5.0065 0.037 0.000 -0.007
O -0.5816 0.6181 2.5128 -0.507 -0.661 -0.156
C -0.6878 2.4408 3.9381 -0.156 0.017 0.058
C -1.4129 2.6057 0.5737 -0.089 -0.009 0.102
H -5.9633 -0.3778 -2.1166 -0.005 -0.003 -0.013
C -4.9602 0.0177 -2.0456 0.035 0.050 -0.040
C -2.7322 -0.0378 -0.8972 -0.134 -0.108 0.066
H 0.4018 -3.1164 -3.5796 -0.009 -0.003 -0.002
H -2.8406 2.3161 -3.3184 0.002 -0.005 0.010
C -3.1670 1.5071 -2.6753 0.082 0.024 -0.071
C -1.3407 3.3030 4.7943 -0.067 -0.043 -0.043
C 2.7910 -0.4195 2.4714 0.013 0.017 -0.136
H -1.0519 -1.9665 4.0644 -0.050 0.053 -0.046
Sb 3.6148 -0.0076 0.5429 -0.185 0.175 -0.004
H -1.0306 -3.5917 0.5842 -0.034 0.022 0.004
H 1.5185 2.3512 -3.3072 0.019 -0.012 -0.008
C -2.7089 1.2866 3.5014 0.028 0.143 0.124
C -0.3467 -2.1673 3.2600 0.093 -0.020 -0.004
C 2.1923 1.5895 0.3998 -0.002 -0.254 0.022
C -2.3062 1.0106 -1.7539 0.035 -0.076 -0.201
C 2.7975 2.8170 0.2425 0.072 -0.027 -0.007
C 0.4342 -0.9792 -3.4906 -0.002 -0.018 -0.036
H 0.8333 1.6570 -4.7780 0.017 -0.022 -0.010
O -0.3031 -1.0287 -2.2174 -0.054 0.043 -0.022
C 0.0808 2.5583 0.4494 0.049 0.099 0.054
C -0.5423 -0.7887 -4.6313 -0.033 -0.013 0.024
H 1.0117 -1.7625 5.5481 0.006 0.005 0.013
C 0.8097 -3.2716 -0.4430 -0.125 -0.030 0.198
C 2.7847 -0.7794 4.8282 -0.038 -0.035 -0.085
F -4.6878 1.9898 4.5405 -0.037 -0.007 0.002
C 3.0505 -4.0332 -0.8712 -0.083 0.052 0.047
H -1.9079 1.6515 0.6817 0.102 0.034 0.041
H 3.2547 -0.7074 5.7996 0.012 0.012 0.003
N 1.2474 -2.0498 -0.0484 0.172 0.108 -0.123
C 2.7978 0.0198 -3.8590 0.007 -0.029 -0.005
H 0.0000 -0.6172 -5.5624 0.012 -0.012 -0.002
H 1.8645 -2.4674 -2.8162 -0.006 0.040 -0.074
H -1.6608 3.2092 1.4468 0.008 0.026 0.005
H 4.5461 -2.5344 -0.5205 0.000 0.006 -0.029
F -3.3471 3.9802 5.8243 -0.007 0.018 0.014
H -0.8128 -4.5799 -0.8457 -0.011 -0.005 0.000
N -2.0369 -0.6130 0.0920 0.072 0.496 -0.079
C 2.0266 3.9674 0.1737 -0.116 -0.059 0.013
H 3.4137 0.8937 -3.6464 0.000 0.002 0.010
H -1.3135 1.4120 -1.6549 0.103 0.003 -0.026
C 3.4450 -0.3499 3.6815 0.040 -0.072 0.068
H 2.7401 -0.0867 -4.9430 -0.011 -0.004 -0.002
C -3.3840 2.1478 4.3545 0.018 0.003 -0.011
H -5.1326 1.4459 -3.5988 -0.007 -0.008 -0.003
H 1.6699 -2.3935 -4.5700 -0.008 0.007 -0.017
C 2.5903 -1.8018 -0.0968 0.018 -0.032 -0.032
H 3.2903 -0.8617 -3.4526 0.018 0.000 0.005
F -3.4192 0.3277 2.8918 -0.078 -0.165 -0.113
H 3.8756 2.8738 0.1605 -0.002 0.000 -0.005
C 0.8652 1.5678 -3.6928 0.031 0.020 0.031
C 0.6665 3.8128 0.2667 0.085 0.026 0.007
N 1.5344 -0.8870 2.3634 -0.135 0.567 0.343
N -4.4842 -1.4305 -0.1804 0.048 0.030 0.082
N 0.8503 1.4447 0.5205 -0.151 0.152 -0.167
H -1.1972 -2.8649 -1.0355 -0.016 0.056 0.019
C -0.6459 -3.5865 -0.4372 -0.013 0.059 0.047
C 1.4150 0.2149 -3.2706 0.043 -0.089 0.005
H -1.1472 -1.6858 -4.7603 -0.010 0.000 0.021
H -1.8212 3.1216 -0.2947 0.003 0.030 0.055
H 4.4555 0.0312 3.7324 0.001 0.005 0.003
H -1.2087 0.0524 -4.4601 -0.016 0.048 0.025
H -0.8777 -1.9262 2.3238 -0.017 -0.039 -0.030
H 2.4764 4.9428 0.0483 0.002 0.003 -0.006
Os 0.0254 -0.4468 0.8757 0.580 -0.568 -0.056
H 0.0046 4.6664 0.2164 0.011 0.015 0.006
F 0.6263 2.6046 3.7299 0.049 -0.021 -0.022
H -0.1376 1.7435 -3.3131 -0.093 -0.021 0.027
C -4.0893 -0.5106 -1.0403 -0.066 -0.059 0.020
C 1.6973 -4.2686 -0.8370 0.039 -0.031 0.059
```
Forces are in eV/Å.



C36H34F2N7O3PbS as an isolated structure, computed with ωB97M-V/def2-TZVPD.

- F_max: 0.86 eV/A
- HOMO-LUMO gap: 6.1 eV
- E_LUMO: 2.3 eV
- Energy: -2791.949347 hartree
- HOMO level: -3.8 eV
- Total charge: -1
- 2S+1: 1

```
84
Properties=species:S:1:pos:R:3:forces:R:3
C -0.4993 -5.3770 -5.0711 0.001 0.070 0.044
H -4.2259 -4.4214 1.3612 -0.011 0.004 -0.015
F -3.9295 1.9666 2.6403 -0.142 0.057 -0.092
H 4.0169 0.8249 -0.7286 -0.007 0.024 0.000
N -0.2848 -0.1809 -1.5356 0.165 -0.006 0.291
C -0.2575 -1.4410 -1.7123 -0.127 -0.262 -0.014
N 0.5128 -2.0520 -2.7183 0.082 0.063 -0.091
H 2.4015 3.5181 -4.1661 -0.004 -0.015 -0.001
H -1.6224 -6.3260 -1.0491 -0.023 -0.032 0.017
H 1.2553 5.3506 1.2031 0.018 0.006 0.005
H 1.0481 -3.6212 4.8154 -0.001 0.011 0.019
C -0.2130 1.6737 -3.0642 -0.027 0.043 -0.047
H -3.6616 -2.6796 -4.7885 -0.009 0.002 -0.025
C 1.8538 0.7505 -2.2971 0.122 0.060 0.081
C 0.8158 -5.1544 -4.7052 -0.020 0.030 0.014
C 1.8623 7.5712 2.4210 0.017 0.139 0.055
C -2.6453 -3.4831 0.3120 -0.202 0.064 -0.151
F -2.3689 0.7794 3.6665 -0.100 0.062 -0.021
H 2.7299 -1.8063 4.9978 0.005 -0.014 -0.011
H 2.0203 9.6650 2.8086 -0.001 -0.007 0.001
C -3.4357 -2.6646 -3.7190 0.077 -0.020 -0.005
C 0.4730 2.6757 -3.7395 -0.020 -0.049 0.015
H -1.3265 -1.1182 2.2779 0.152 -0.041 0.092
H 2.8409 7.0716 6.1108 -0.001 -0.003 -0.011
H 2.3916 0.3238 3.7861 0.001 0.001 -0.016
C -2.5466 1.7496 2.6715 0.340 -0.260 0.179
N 1.0297 1.8512 2.5350 0.155 0.199 0.056
H 2.3969 5.1038 4.6736 -0.015 0.024 0.002
N 1.7082 5.2025 2.1041 -0.001 0.294 0.169
C 1.0531 3.0933 1.8295 0.118 -0.342 0.019
C -0.2429 -2.4846 3.5309 -0.005 0.073 -0.026
H -0.0767 3.4269 -4.2921 0.002 -0.001 0.014
Pb -1.6878 1.2789 0.4310 -0.751 -0.010 -0.426
H -0.4984 -4.9800 -1.1158 0.029 -0.100 -0.021
H 1.5837 7.7031 1.3819 -0.006 0.008 0.008
C -1.5612 -5.2396 -1.0735 -0.274 0.048 -0.057
C 2.4627 8.5061 4.5618 -0.009 -0.025 0.008
H -0.7656 -6.2294 -5.6829 0.002 0.007 0.016
H -1.0011 -3.2546 3.4543 0.017 0.003 -0.005
C 0.1604 -3.1667 -3.4786 0.110 0.041 0.067
H 1.4597 -1.7117 -2.7841 -0.028 0.010 -0.011
C -1.4908 -4.4886 -4.6593 0.055 0.029 -0.025
H -2.1259 2.6648 3.1071 0.005 0.076 -0.008
S 0.5623 3.3340 0.1945 0.114 -0.103 0.233
H -2.0653 -4.8904 -1.9797 0.053 0.034 0.060
C -3.6951 -1.0880 1.1911 -0.106 0.057 -0.039
H -5.2475 -2.2672 2.1140 0.027 -0.001 0.025
O -2.1944 -4.7844 0.1005 0.361 0.011 0.134
H 3.6239 1.8170 -2.8837 0.034 -0.008 0.006
C 0.8951 -2.6829 4.2962 0.054 0.080 -0.010
C -1.1690 -3.3811 -3.8869 -0.110 0.023 -0.129
H 1.5975 -5.8322 -5.0229 -0.005 0.009 0.003
C -0.4270 -1.2844 2.8549 -0.155 -0.126 -0.012
C 2.5687 7.2179 5.0719 -0.006 -0.029 -0.037
N 0.3059 0.9264 2.1595 0.260 -0.421 -0.031
H -3.7624 -3.6030 -3.2635 -0.015 -0.016 0.010
C -4.3441 -2.2713 1.5147 0.009 0.037 -0.021
H 4.1016 -0.9502 -0.6558 -0.011 -0.012 0.021
C 1.8427 -1.6661 4.3922 -0.047 -0.081 0.025
C 2.3241 6.1071 4.2787 0.011 0.030 0.101
H -2.5145 -4.6498 -4.9651 -0.021 -0.005 0.003
H -3.9560 -1.8381 -3.2448 0.004 0.013 0.020
H 2.6419 9.3667 5.1933 0.019 -0.007 -0.007
C 1.9596 6.2787 2.9421 -0.010 -0.270 -0.254
C 2.1097 8.6696 3.2277 -0.012 -0.043 -0.058
C -3.7958 -3.4653 1.0897 0.004 -0.007 0.010
C 1.6620 -0.4707 3.7189 0.119 0.058 -0.028
C 0.5259 -0.2876 2.9386 -0.212 0.304 -0.244
H 4.4400 -0.1106 -2.1857 0.014 -0.019 -0.040
C 2.5478 1.7593 -2.9499 -0.096 -0.021 -0.031
H 2.1577 -3.8887 -3.5964 -0.015 -0.018 -0.003
C 1.8536 2.7242 -3.6746 0.013 -0.079 0.064
C 3.8317 -0.1009 -1.2776 -0.086 0.052 0.046
H -1.2957 1.6434 -3.0630 0.014 0.016 -0.002
H -0.6898 -3.2908 -1.2305 0.020 0.069 0.101
H -4.0910 -0.1601 1.5971 -0.009 -0.074 -0.014
O 2.4543 -0.2449 -1.5674 0.117 -0.049 -0.070
N -0.9172 -2.3587 -0.9460 0.093 0.036 0.254
N 1.6017 3.9641 2.6167 -0.038 0.198 0.082
C -2.5388 -1.0466 0.4101 0.197 0.151 0.025
O -2.0579 -2.4399 -3.4885 -0.097 0.022 -0.080
C 0.4556 0.6998 -2.3343 -0.244 0.105 -0.094
C -2.0441 -2.2648 -0.0792 0.021 -0.106 -0.130
C 1.1331 -4.0601 -3.9075 0.048 -0.073 0.014
```
Forces are in eV/Å.



C36H34N4O2S4V as an isolated structure in a non-equilibrium geometry, computed with ωB97M-V/def2-TZVPD.

- F_max: 2.44 eV/A
- HOMO-LUMO gap (alpha / beta): 6.3 / 6.3 eV
- E_LUMO (alpha / beta): 2.3 / 2.3 eV
- Energy: -4298.603885 hartree
- Relative energy (zero: lowest compared OMol25 entry of this formula, charge and spin): 138.8 kJ/mol
- HOMO level (alpha / beta): -4.0 / -4.0 eV
- Total charge: -1
- 2S+1: 3

```
81
Properties=species:S:1:pos:R:3:forces:R:3
C -0.2135 -1.8249 1.6683 0.638 -0.492 0.269
V -0.1218 0.1171 -0.7303 -1.225 -0.799 1.948
H 0.8032 -1.4326 1.6433 -0.191 -0.029 0.100
H 4.9922 -3.7642 -4.4037 0.088 0.041 -0.072
H -3.6732 4.5210 -4.1710 -0.008 0.045 -0.059
C 3.5325 2.5661 1.1585 -0.110 0.107 -0.072
C -3.4851 -3.1076 -0.6895 -0.008 0.037 0.137
H 4.3885 -5.9367 -3.3882 0.057 -0.041 -0.017
C -1.7023 2.0741 -2.8066 -0.393 0.196 -0.039
N 2.0738 -0.3257 -2.4751 0.955 -1.509 -0.607
C 1.8071 -1.4816 -1.9167 0.552 0.969 -0.531
N 1.2995 0.6784 -1.9714 0.729 1.776 -0.834
H 0.0740 1.3521 -3.7722 0.010 0.061 0.011
O 0.9154 -1.5635 -1.0101 0.203 -0.779 0.594
C -4.3558 -3.4885 0.3043 -0.077 -0.034 -0.035
H 4.3952 1.9273 1.0255 0.041 0.002 -0.034
C -2.5092 -2.1261 -0.4720 0.109 0.235 -0.024
H 4.1112 3.8196 -1.5234 -0.042 0.070 -0.038
H -3.5337 -3.5460 -1.6731 -0.085 -0.052 -0.150
C 2.4460 4.2393 -2.8339 -0.362 -0.217 0.191
C 1.1135 2.7555 1.2470 0.684 0.102 0.158
N -0.1746 2.1272 1.1715 0.071 -0.189 -0.313
C 2.1794 -3.9467 -1.7700 0.033 0.110 -0.105
C -0.7062 2.0975 -3.8080 0.152 -0.040 -0.277
C -1.7631 3.9423 -4.9328 -0.224 0.215 -0.011
H 3.8253 -1.7012 -3.6863 -0.002 0.107 -0.063
C 1.8961 1.8187 -2.0889 0.228 -0.223 -0.418
H 0.8000 -3.1822 -0.7590 0.033 -0.280 -0.020
C 2.8712 -5.0962 -2.1507 -0.017 -0.020 0.084
H 2.4247 5.2953 -2.5802 -0.068 0.117 0.058
H -0.5643 1.8246 3.2231 0.020 -0.025 -0.152
H 2.1519 4.0974 -3.8743 0.048 0.067 -0.055
H 4.6505 4.3758 1.3785 0.089 0.025 0.052
C 2.5332 -2.7013 -2.3280 -0.165 -0.187 0.119
H -5.0030 -3.1382 2.3200 -0.009 -0.033 0.100
H 2.5963 -6.0261 -1.6784 -0.078 -0.131 0.016
H -3.2067 -1.5601 2.8057 0.065 0.024 0.057
H 2.6187 5.7673 1.6896 -0.010 0.025 -0.046
H 0.0921 3.0326 -5.5371 0.068 -0.043 -0.099
H -1.1072 3.7659 0.2673 -0.071 -0.041 -0.015
H -2.8772 0.4433 -0.1028 0.071 0.019 0.091
S 1.2067 3.3913 -1.7854 0.426 0.163 -0.107
H 4.5444 3.9142 -3.2523 0.027 -0.032 -0.058
C -2.7880 1.1615 -0.9057 -0.074 0.086 0.002
C -4.2884 -2.8863 1.5501 -0.027 0.000 0.189
C -0.7124 3.0222 -4.8150 0.166 -0.348 -0.034
H -2.3912 0.6709 1.9520 0.099 -0.140 0.010
H 0.6192 0.7225 2.4833 -0.196 0.086 0.031
H -0.2602 -2.7187 1.0460 0.018 0.110 0.077
C 1.2802 4.1145 1.4663 -0.205 0.181 0.139
C 3.6684 3.9227 1.3557 0.096 0.173 0.032
C -1.2738 3.0760 1.0944 -0.285 0.070 0.108
C -3.2750 -1.9786 1.8110 -0.049 0.097 0.124
C 3.5568 -2.6600 -3.2709 -0.069 -0.067 0.078
H -1.3910 3.6457 2.0326 0.111 -0.023 -0.115
C -1.6325 1.2227 -1.6606 -0.280 0.376 -0.003
C -0.3345 1.2314 2.3181 -0.197 -0.427 0.536
C 4.2097 -3.8130 -3.6616 0.249 0.160 -0.184
N -1.1766 -0.8365 1.1580 -0.012 0.129 -0.472
H -1.5259 -0.2896 3.1698 -0.087 0.088 -0.193
C 2.2734 1.9665 1.0816 -0.041 -0.066 0.226
H -4.8112 3.4660 -2.3500 0.000 0.070 -0.013
H -0.4620 -2.1132 2.7004 -0.130 0.012 -0.114
C 3.8739 -5.0328 -3.0924 -0.126 0.029 0.066
S -1.6069 -1.5656 -1.8313 -0.051 -0.108 -0.196
S 2.1997 0.2760 0.7746 -0.288 -0.447 -0.218
C -1.4372 0.1827 2.1759 0.037 0.611 0.384
O 1.1851 -4.0910 -0.8812 -0.094 0.230 0.101
H -1.7411 4.6899 -5.7155 -0.066 0.002 -0.056
H -2.2090 2.5504 0.9044 0.186 0.089 0.013
H -5.0991 -4.2472 0.1091 -0.119 -0.065 -0.049
C -3.9308 1.9405 -1.1411 -0.160 0.074 -0.073
H 0.4268 4.7647 1.5753 -0.143 0.005 0.041
C 2.5356 4.7021 1.5144 -0.027 0.148 -0.008
C 3.7809 3.6027 -2.5409 -0.069 -0.478 0.100
C -2.3638 -1.6076 0.8311 -0.492 -0.473 -0.275
S 3.5502 1.7907 -2.7029 -0.027 0.448 -0.060
C -2.8190 3.8608 -4.0724 0.060 0.291 -0.146
C -3.9445 2.8437 -2.1622 -0.121 -0.018 0.206
C -2.8250 2.9345 -3.0088 0.186 -0.191 -0.037
H -4.8024 1.8224 -0.5080 -0.026 -0.033 0.050
```
Forces are in eV/Å.